1.
{"formula": "C4H7NO", "method": "ωB97M-V/def2-TZVPD", "e_homo_ha": -0.3674, "charge": 0, "smiles": "CCOCC#N", "gap_ev": 10.8, "lumo_ha": 0.029, "symbols": ["C", "C", "O", "C", "C", "N", "H", "H", "H", "H", "H", "H", "H"], "positions_angstrom": [[0.756, -1.142, 0.131], [-0.136, -0.365, -1.100], [-1.347, 0.058, -0.553], [-1.047, 0.996, 0.435], [0.367, 1.012, 0.894], [1.373, 1.469, 1.238], [0.089, -1.971, 0.323], [1.687, -1.377, -0.371], [1.133, -0.931, 1.172], [-0.390, -1.103, -1.885], [0.380, 0.490, -1.588], [-1.741, 0.850, 1.264], [-1.125, 2.013, 0.040]]}

---

2.
{"formula": "C6H9N4", "method": "ωB97M-V/def2-TZVPD", "e_homo_ha": [-0.3756, -0.5299], "spin_multiplicity": 3, "charge": 1, "gap_ev": [5.9, 7.5], "lumo_ha": [-0.157, -0.254], "symbols": ["C", "C", "C", "C", "C", "C", "N", "N", "N", "N", "H", "H", "H", "H", "H", "H", "H", "H", "H"], "positions_angstrom": [[0.467, 3.036, -0.364], [1.361, 2.206, -0.915], [-0.549, 2.192, 0.259], [0.910, 0.716, -0.367], [1.054, -0.725, -1.027], [-1.304, -1.382, -0.910], [-4.376, -0.593, 2.543], [-0.304, 0.961, 0.349], [-3.694, -0.737, 1.691], [0.095, -1.515, -1.173], [0.217, 4.031, -0.552], [2.126, -0.991, -1.248], [-1.425, 2.596, 0.768], [1.975, 0.634, 0.160], [2.282, 2.391, -1.514], [-1.751, -1.691, -1.950], [-1.632, -1.862, -0.074], [-1.438, -0.334, -0.715], [0.304, -2.439, -1.421]]}

---

3.
{"formula": "C23H39Cl2N4O4Pt", "method": "ωB97M-V/def2-TZVPD", "e_homo_ha": [-0.0578, -0.1470], "spin_multiplicity": 3, "charge": -1, "gap_ev": [3.9, 6.3], "lumo_ha": [0.084, 0.084], "symbols": ["O", "C", "C", "C", "H", "C", "H", "C", "H", "C", "H", "C", "H", "H", "C", "C", "H", "H", "H", "C", "C", "H", "H", "H", "H", "Pt", "Cl", "Cl", "C", "O", "N", "C", "C", "H", "H", "H", "H", "H", "H", "H", "H", "H", "C", "C", "N", "H", "C", "O", "H", "H", "H", "H", "C", "N", "C", "C", "C", "N", "C", "C", "O", "H", "H", "H", "H", "H", "H", "H", "H", "H", "H", "H", "H"], "positions_angstrom": [[-0.862, 2.320, -1.983], [0.037, 3.201, -2.159], [-0.509, 4.525, -2.446], [-1.863, 4.632, -2.794], [-2.435, 3.726, -3.004], [-2.453, 5.893, -2.838], [-3.515, 5.975, -3.061], [-1.707, 7.048, -2.576], [-2.189, 8.029, -2.605], [-0.355, 6.925, -2.230], [0.217, 7.818, -1.995], [0.253, 5.679, -2.165], [1.302, 5.556, -1.896], [1.065, 3.185, -1.770], [1.438, 1.073, -3.878], [1.486, 1.303, -2.446], [2.171, 0.295, -4.165], [1.660, 2.004, -4.437], [0.441, 0.719, -4.175], [2.467, 1.417, -1.553], [3.934, 1.188, -1.793], [2.189, 1.679, -0.514], [4.402, 2.138, -2.085], [4.148, 0.432, -2.564], [4.411, 0.894, -0.847], [-0.470, 0.564, -1.243], [-1.454, -0.374, -3.107], [0.124, 1.799, 0.681], [0.756, -2.037, -1.847], [0.339, -1.335, -0.871], [1.153, -3.288, -1.648], [1.235, -3.831, -0.297], [1.437, -4.190, -2.761], [0.779, -1.673, -2.893], [1.253, -3.018, 0.433], [2.147, -4.432, -0.235], [0.374, -4.489, -0.111], [1.305, -3.642, -3.699], [0.756, -5.049, -2.747], [2.466, -4.561, -2.697], [2.997, -1.985, 4.798], [2.714, 0.190, 5.722], [3.037, -1.593, 3.774], [2.684, 0.673, 4.739], [2.358, -0.308, 3.713], [2.529, -2.278, 3.084], [1.430, -0.112, 2.753], [1.068, -0.972, 1.946], [1.917, 1.455, 4.737], [1.003, 0.911, 2.744], [4.091, -1.498, 3.476], [3.661, 1.142, 4.557], [-2.646, 0.343, 2.868], [-2.599, -1.045, 2.483], [-3.186, -1.990, 3.404], [-2.804, -3.419, 3.094], [-2.266, -3.630, 1.695], [-2.759, -2.626, 0.784], [-2.807, -2.968, -0.614], [-2.666, -1.289, 1.121], [-2.654, -0.370, 0.281], [-2.499, 0.407, 3.946], [-3.613, 0.801, 2.616], [-1.848, 0.890, 2.360], [-2.841, -1.714, 4.404], [-4.289, -1.902, 3.396], [-3.688, -4.043, 3.237], [-2.051, -3.757, 3.808], [-2.582, -4.603, 1.303], [-1.158, -3.621, 1.723], [-1.818, -3.251, -0.999], [-3.475, -3.827, -0.749], [-3.174, -2.110, -1.183]]}

---

4.
{"formula": "C9H40FN19O9", "method": "ωB97M-V/def2-TZVPD", "e_homo_ha": -0.3220, "charge": 0, "gap_ev": 8.7, "lumo_ha": -0.001, "symbols": ["N", "H", "H", "H", "H", "F", "C", "O", "N", "N", "H", "H", "H", "H", "C", "O", "N", "N", "H", "H", "H", "H", "C", "O", "N", "N", "H", "H", "H", "H", "C", "O", "N", "N", "H", "H", "H", "H", "C", "O", "N", "N", "H", "H", "H", "H", "C", "O", "N", "N", "H", "H", "H", "H", "C", "O", "N", "N", "H", "H", "H", "H", "C", "O", "N", "N", "H", "H", "H", "H", "C", "O", "N", "N", "H", "H", "H", "H"], "positions_angstrom": [[22.227, -10.426, 17.694], [21.539, -11.119, 17.410], [23.169, -10.746, 17.441], [22.188, -10.127, 18.675], [22.163, -9.627, 17.045], [24.983, -10.920, 17.116], [18.441, -10.846, 18.664], [19.471, -10.928, 17.977], [18.393, -11.383, 19.900], [17.364, -10.112, 18.297], [17.601, -11.241, 20.499], [19.239, -11.822, 20.219], [16.588, -10.215, 18.927], [17.381, -9.503, 17.501], [19.628, -5.731, 16.579], [20.540, -5.129, 17.170], [19.801, -6.978, 16.092], [18.476, -5.142, 16.205], [19.089, -7.373, 15.505], [20.623, -7.491, 16.381], [17.802, -5.719, 15.737], [18.391, -4.151, 16.337], [25.658, -9.596, 20.537], [25.654, -9.108, 21.673], [24.712, -10.411, 20.058], [26.529, -9.210, 19.550], [23.927, -10.692, 20.620], [25.018, -10.849, 19.199], [27.035, -8.345, 19.580], [26.414, -9.642, 18.645], [23.542, -7.478, 16.000], [22.534, -8.177, 16.167], [23.509, -6.345, 15.292], [24.728, -7.821, 16.556], [22.651, -5.947, 14.955], [24.333, -5.776, 15.214], [24.721, -8.697, 17.063], [25.611, -7.349, 16.490], [21.238, -12.386, 14.456], [21.683, -12.053, 15.552], [20.315, -13.329, 14.253], [21.572, -11.722, 13.303], [20.205, -14.011, 14.985], [20.001, -13.561, 13.328], [22.224, -10.962, 13.376], [21.473, -12.294, 12.483], [24.713, -14.425, 16.092], [24.857, -15.606, 15.768], [24.634, -13.973, 17.374], [24.585, -13.555, 15.039], [24.739, -12.984, 17.553], [24.698, -14.662, 18.100], [24.363, -12.600, 15.272], [24.773, -13.907, 14.123], [18.187, -9.608, 14.372], [16.970, -9.489, 14.273], [19.080, -8.788, 13.783], [18.769, -10.552, 15.168], [18.561, -8.140, 13.207], [20.038, -8.729, 14.073], [18.003, -11.012, 15.644], [19.529, -10.414, 15.820], [21.740, -8.273, 20.020], [21.627, -9.498, 20.132], [22.750, -7.483, 20.368], [20.758, -7.632, 19.289], [23.599, -7.966, 20.642], [22.798, -6.501, 20.176], [20.625, -6.631, 19.241], [19.878, -8.123, 19.253], [26.586, -10.035, 14.229], [27.179, -9.897, 13.159], [25.242, -10.292, 14.249], [27.120, -10.015, 15.457], [24.780, -10.249, 13.360], [24.808, -10.388, 15.158], [26.434, -10.249, 16.168], [28.121, -10.105, 15.387]]}

---

5.
{"formula": "C3H9N2O", "method": "ωB97M-V/def2-TZVPD", "e_homo_ha": -0.5461, "charge": 1, "smiles": "C[C@H]([NH3+])C(N)=O", "gap_ev": 11.3, "lumo_ha": -0.132, "symbols": ["N", "C", "C", "C", "N", "O", "H", "H", "H", "H", "H", "H", "H", "H", "H"], "positions_angstrom": [[0.167, -1.653, -0.294], [0.090, -0.228, -0.417], [-1.382, 0.255, -0.581], [1.059, 0.432, 0.705], [0.809, 1.687, 1.154], [1.951, -0.277, 1.048], [-0.546, -2.163, -0.841], [0.336, -1.840, 0.707], [1.126, -1.869, -0.583], [0.577, 0.099, -1.335], [-1.570, 0.546, -1.751], [-1.794, 1.065, -0.008], [-2.261, -0.427, -0.474], [1.436, 2.209, 1.777], [0.001, 2.162, 0.894]]}

---

6.
{"formula": "C34H41BrF5GeInN5O4S", "method": "ωB97M-V/def2-TZVPD", "e_homo_ha": [-0.2636, -0.2634], "spin_multiplicity": 2, "charge": 0, "gap_ev": [6.3, 4.8], "lumo_ha": [-0.032, -0.086], "symbols": ["In", "C", "C", "C", "C", "O", "Ge", "O", "C", "C", "C", "C", "O", "C", "C", "C", "C", "H", "H", "H", "H", "H", "H", "H", "H", "H", "H", "H", "H", "H", "H", "H", "H", "H", "H", "H", "H", "H", "H", "H", "H", "H", "H", "H", "Br", "C", "C", "C", "C", "C", "C", "N", "N", "C", "C", "C", "C", "O", "C", "N", "C", "C", "C", "C", "H", "H", "H", "H", "H", "H", "H", "H", "H", "F", "C", "F", "C", "F", "F", "F", "C", "C", "C", "C", "N", "C", "S", "N", "H", "H", "H", "H", "H"], "positions_angstrom": [[-0.272, 0.295, 0.902], [-1.610, 0.601, 4.911], [-2.451, 0.190, 3.702], [-3.905, 0.639, 3.875], [-2.436, -1.330, 3.528], [-1.906, 0.795, 2.529], [-2.157, 2.510, 1.834], [-2.060, 1.670, 0.098], [-3.131, 1.588, -0.838], [-4.214, 0.648, -0.304], [-3.709, 2.991, -1.054], [-2.590, 1.064, -2.166], [-0.219, 2.566, 1.664], [0.466, 3.727, 1.205], [0.033, 4.088, -0.218], [0.151, 4.892, 2.153], [1.972, 3.471, 1.239], [-2.005, 0.176, 5.834], [-0.585, 0.259, 4.768], [-1.593, 1.691, 4.991], [-4.327, 0.209, 4.782], [-3.964, 1.728, 3.935], [-4.489, 0.307, 3.014], [-2.998, -1.811, 4.329], [-2.885, -1.585, 2.568], [-1.414, -1.704, 3.542], [-4.533, 1.005, 0.678], [-5.079, 0.608, -0.966], [-3.793, -0.350, -0.190], [-4.091, 3.396, -0.115], [-2.934, 3.657, -1.433], [-4.525, 2.957, -1.775], [-2.252, 0.033, -2.047], [-3.359, 1.095, -2.937], [-1.741, 1.673, -2.482], [-0.986, 4.479, -0.212], [0.699, 4.834, -0.653], [0.052, 3.192, -0.840], [-0.925, 5.065, 2.194], [0.509, 4.662, 3.157], [0.634, 5.802, 1.799], [2.242, 2.700, 0.518], [2.511, 4.384, 0.989], [2.268, 3.135, 2.233], [3.332, -1.813, -7.147], [2.225, -3.024, -6.202], [2.554, -4.371, -6.184], [1.747, -5.262, -5.500], [0.629, -4.801, -4.800], [0.294, -3.441, -4.860], [1.091, -2.553, -5.556], [-0.147, -5.750, -4.131], [-0.922, -5.522, -3.181], [-0.958, -4.500, -2.273], [-2.198, -4.295, -1.655], [-2.437, -3.239, -0.807], [-1.427, -2.315, -0.466], [-1.683, -1.322, 0.301], [-0.098, -2.594, -0.986], [0.880, -1.794, -0.560], [2.134, -2.049, -0.876], [2.486, -3.158, -1.656], [1.495, -3.970, -2.143], [0.147, -3.694, -1.843], [3.436, -4.716, -6.706], [1.983, -6.317, -5.470], [-0.607, -3.095, -4.373], [0.845, -1.501, -5.580], [-2.993, -4.977, -1.926], [-3.411, -3.087, -0.361], [2.881, -1.389, -0.453], [3.527, -3.364, -1.863], [1.756, -4.839, -2.726], [2.043, 0.784, -0.628], [1.662, 0.277, -1.828], [0.306, 0.290, -1.774], [2.090, 1.248, -2.914], [1.717, 2.513, -2.717], [1.572, 0.861, -4.082], [3.419, 1.245, -3.029], [3.579, 2.582, 5.008], [3.618, 1.443, 4.037], [4.810, 0.978, 3.485], [4.716, -0.068, 2.588], [3.557, -0.647, 2.281], [2.472, -0.156, 2.878], [0.954, -1.018, 2.633], [2.455, 0.873, 3.725], [4.336, 2.452, 5.782], [2.594, 2.638, 5.464], [3.781, 3.523, 4.492], [5.765, 1.409, 3.749], [5.589, -0.478, 2.092]]}

---

| no. | E (a.u.) |
| --- | --- |
| 1 | -286.50441 |
| 2 | -452.59517 |
| 3 | -2459.42744 |
| 4 | -2184.74094 |
| 5 | -304.19496 |
| 6 | -7633.50979 |